{
  "formula": "C38H30N5OPPtS2",
  "method": "ωB97M-V/def2-TZVPD",
  "multiplicity": 1,
  "e_lumo_ev": -6.20,
  "total_charge": 2,
  "de_lowest_ev": 0.586,
  "homo_lumo_gap_ev": 7.53,
  "symbols": ["Pt", "N", "C", "S", "N", "N", "C", "C", "C", "C", "C", "C", "N", "H", "H", "H", "H", "H", "H", "H", "S", "C", "C", "C", "C", "C", "C", "N", "C", "C", "C", "C", "C", "C", "C", "H", "H", "H", "H", "H", "H", "H", "H", "O", "P", "C", "C", "C", "C", "C", "C", "C", "C", "C", "C", "C", "C", "C", "C", "C", "C", "C", "C", "H", "H", "H", "H", "H", "H", "H", "H", "H", "H", "H", "H", "H", "H", "H"],
  "xyz": [[0.8607, -0.7514, -0.5623], [3.0941, 1.4755, 2.3877], [2.3272, 0.6524, 1.6755], [2.1542, 1.0721, -0.0332], [1.7648, -0.3600, 2.3049], [1.0300, -1.1309, 1.4749], [0.4377, -2.1937, 1.8752], [-0.3593, -2.9314, 0.8841], [-1.1082, -4.0409, 1.2201], [-1.9115, -4.6339, 0.2518], [-1.9478, -4.0948, -1.0203], [-1.1555, -2.9926, -1.3059], [-0.3749, -2.4388, -0.3831], [3.6250, 2.2064, 1.9461], [3.2411, 1.2863, 3.3663], [0.4916, -2.5057, 2.9125], [-1.0653, -4.4289, 2.2285], [-2.5074, -5.5023, 0.4977], [-2.5700, -4.5176, -1.7956], [-1.1273, -2.5457, -2.2910], [4.1852, -2.5027, -2.8987], [4.6828, -2.7135, -1.2558], [5.8928, -3.2449, -0.8198], [6.0947, -3.3649, 0.5368], [5.0938, -2.9810, 1.4337], [3.8942, -2.4546, 1.0010], [3.6881, -2.2907, -0.3693], [2.5542, -1.7981, -1.0487], [2.7002, -1.8812, -2.3631], [1.6695, -1.3587, -3.2378], [1.6294, -1.5501, -4.6171], [0.6017, -0.9775, -5.3436], [-0.3637, -0.2162, -4.6926], [-0.3277, -0.0315, -3.3136], [0.6924, -0.6117, -2.5771], [6.6475, -3.5559, -1.5293], [7.0247, -3.7717, 0.9082], [5.2580, -3.1089, 2.4951], [3.1422, -2.1870, 1.7217], [2.3879, -2.1425, -5.1148], [0.5515, -1.1181, -6.4141], [-1.1614, 0.2379, -5.2662], [-1.0825, 0.5693, -2.8278], [-0.8151, 0.3968, -0.4917], [-1.4398, 1.5330, 0.3510], [-1.0028, 3.1112, -0.3593], [-0.1114, 3.1971, -1.4249], [0.1884, 4.4336, -1.9763], [-0.3975, 5.5814, -1.4627], [-1.2995, 5.4985, -0.4085], [-1.6109, 4.2659, 0.1388], [-1.0110, 1.4652, 2.0853], [-1.5007, 0.3856, 2.8258], [-1.2281, 0.2927, 4.1780], [-0.4665, 1.2761, 4.7993], [0.0131, 2.3548, 4.0707], [-0.2593, 2.4545, 2.7136], [-3.2167, 1.3817, 0.2433], [-4.0389, 1.6587, 1.3342], [-5.4179, 1.6024, 1.1884], [-5.9737, 1.2647, -0.0358], [-5.1567, 0.9892, -1.1264], [-3.7818, 1.0516, -0.9909], [0.3310, 2.2986, -1.8360], [0.8764, 4.5011, -2.8082], [-0.1620, 6.5455, -1.8930], [-1.7671, 6.3936, -0.0217], [-2.3376, 4.2023, 0.9410], [-2.1248, -0.3606, 2.3448], [-1.6251, -0.5308, 4.7572], [-0.2598, 1.2074, 5.8591], [0.5899, 3.1275, 4.5611], [0.1107, 3.3003, 2.1478], [-3.6120, 1.9231, 2.2928], [-6.0568, 1.8216, 2.0330], [-7.0491, 1.2190, -0.1442], [-5.5955, 0.7345, -2.0816], [-3.1460, 0.8518, -1.8448]],
  "forces_ev_per_a": [[0.121, 0.316, 0.151], [0.024, 0.019, -0.031], [-0.032, -0.125, 0.108], [0.220, -0.014, -0.146], [0.011, -0.014, -0.118], [-0.154, 0.132, 0.070], [-0.079, 0.034, -0.061], [0.028, 0.124, 0.053], [-0.036, -0.037, -0.019], [0.021, 0.019, 0.050], [0.012, 0.027, -0.042], [0.062, -0.086, -0.027], [0.082, -0.094, 0.018], [-0.013, 0.016, 0.009], [-0.011, -0.009, 0.000], [0.005, -0.032, -0.008], [-0.024, 0.003, 0.003], [0.002, -0.003, 0.001], [0.005, -0.004, -0.002], [-0.009, 0.013, 0.003], [-0.009, -0.075, -0.005], [0.059, -0.004, 0.049], [-0.002, 0.005, -0.015], [-0.018, -0.003, 0.011], [0.013, -0.013, 0.016], [-0.070, 0.067, -0.007], [-0.156, -0.080, 0.074], [-0.038, -0.114, -0.368], [0.028, 0.102, -0.129], [0.009, 0.020, 0.064], [0.049, 0.028, 0.014], [-0.032, 0.026, 0.015], [0.022, -0.007, -0.034], [0.084, 0.040, 0.053], [0.014, -0.067, -0.020], [-0.003, -0.005, -0.001], [-0.002, 0.000, 0.002], [-0.006, 0.011, 0.000], [0.009, 0.063, 0.036], [-0.002, 0.004, -0.009], [-0.002, 0.003, -0.002], [0.008, 0.007, -0.007], [-0.030, -0.040, -0.009], [-0.250, -0.278, 0.382], [0.082, 0.124, -0.078], [0.022, 0.069, 0.081], [-0.028, -0.051, -0.031], [-0.008, 0.016, 0.004], [0.000, -0.005, -0.003], [-0.011, 0.000, 0.003], [0.004, -0.006, -0.011], [-0.008, -0.014, -0.039], [-0.032, -0.009, 0.033], [0.003, -0.045, -0.003], [0.030, 0.042, -0.017], [0.003, -0.015, 0.017], [0.047, -0.012, -0.067], [-0.019, -0.163, -0.012], [-0.031, 0.050, -0.037], [0.012, 0.000, 0.010], [-0.010, -0.004, -0.010], [-0.005, 0.001, 0.004], [0.022, 0.018, 0.007], [0.004, 0.038, 0.015], [0.000, -0.003, -0.003], [0.003, 0.000, 0.000], [-0.002, 0.000, -0.002], [0.021, 0.006, 0.020], [0.018, -0.014, 0.015], [0.010, -0.005, -0.005], [-0.011, 0.004, 0.003], [-0.005, 0.007, 0.002], [-0.006, 0.011, -0.020], [-0.019, 0.005, -0.002], [0.002, 0.000, 0.002], [0.000, 0.005, -0.003], [0.002, -0.001, -0.001], [-0.003, -0.021, 0.004]],
  "lowdin_charge": [1.3140, 0.1342, -0.7683, 0.7525, 0.0334, -0.1997, -0.0463, -0.2211, 0.0216, -0.0016, -0.0023, -0.0568, -0.0275, 0.1097, 0.1280, 0.1508, 0.1324, 0.1307, 0.1267, 0.1241, 1.2239, -0.4360, -0.0594, -0.0482, -0.0458, -0.0135, -0.2520, -0.0800, -0.5224, -0.2523, -0.0168, -0.0430, -0.0376, -0.0955, -0.2625, 0.1235, 0.1211, 0.1181, 0.0797, 0.1148, 0.1204, 0.1193, 0.0784, -0.5029, 0.8761, -0.2889, -0.0983, -0.0508, -0.0461, -0.0492, -0.0696, -0.3046, -0.1103, -0.0589, -0.0451, -0.0583, -0.0719, -0.2772, -0.0701, -0.0495, -0.0475, -0.0540, -0.0613, 0.0615, 0.1159, 0.1178, 0.1175, 0.1176, 0.1176, 0.1160, 0.1180, 0.1168, 0.1137, 0.1094, 0.1172, 0.1179, 0.1151, 0.0980]
}